An isolated ion of composition C4H5Br2N2 and charge +1, computed with ωB97M-V/def2-TZVPD.

```
! RIJCOSX wB97M-V def2-TZVPD def2/J DEFGRID3
* xyz 1 1
Br -1.916 2.010 0.809
H 2.002 1.062 -0.338
H -0.593 -2.478 -0.973
H 1.693 1.160 1.365
C 1.201 1.307 0.359
H 0.709 2.347 0.432
C 0.491 -0.897 -0.343
Br 2.218 -1.819 -0.196
H -2.634 -1.174 -0.419
C -1.674 -0.747 -0.378
N -0.616 -1.489 -0.703
N 0.229 0.281 0.212
C -1.109 0.437 0.174
*
```

Properties
Lowest unoccupied orbital energy, eV: -4.171
SMILES: Cn1c(Br)c[nH+]c1Br
Energy above the lowest of the compared OMol25 structures with the same formula, charge and spin, kcal/mol: 5.1
Frontier orbital gap, eV: 9.443

natural (NBO) population analysis, charges in e, atoms 1 to 8:
1 Br 0.2127
2 H 0.2495
3 H 0.4694
4 H 0.2452
5 C -0.4484
6 H 0.2740
7 C 0.3592
8 Br 0.1826


One molecule with the formula C22H21BrN2O4S, computed with ωB97M-V/def2-TZVPD.

```
! RIJCOSX wB97M-V def2-TZVPD def2/J DEFGRID3
* xyz 0 1
O -2.763 -2.031 -0.590
C 8.696 0.518 1.729
C 0.511 0.482 -0.554
H 9.133 -0.479 1.695
C 5.686 1.241 -0.470
C -1.307 0.104 -2.079
H -5.228 2.916 2.387
O 3.448 1.644 -2.249
H -5.868 -3.783 2.489
C -4.234 0.106 -0.080
H -5.677 0.543 2.928
C -4.009 1.438 -0.397
C 5.042 -0.319 1.237
S -3.595 -1.084 -1.270
C -0.827 0.219 -0.778
C -4.372 2.442 0.476
C -5.206 0.817 1.998
O -4.661 -1.569 -2.097
C -5.267 -2.619 0.784
C 7.308 0.500 1.164
H -3.535 1.678 -1.334
H 9.335 1.196 1.169
C 0.890 0.585 -2.919
H -4.265 -3.052 0.713
H 6.566 -0.890 2.613
H -5.619 -2.389 -0.225
C 1.388 0.656 -1.620
C 2.841 0.960 -1.451
H -1.501 0.084 0.052
H 4.290 -0.940 1.704
N -2.657 -0.152 -2.302
H 5.440 1.835 -1.333
C -4.873 -0.233 1.117
C -6.218 -3.581 1.481
N 3.393 0.379 -0.346
H 0.853 0.587 0.466
H 1.570 0.748 -3.741
C -0.438 0.299 -3.151
H 8.678 0.838 2.770
H 2.793 -0.232 0.190
C 6.966 1.259 0.053
H -0.813 0.227 -4.161
H -6.262 -4.512 0.925
H -2.934 -0.270 -3.265
C -4.960 2.133 1.696
H -7.215 -3.152 1.537
Br -4.044 4.249 0.009
C 4.710 0.446 0.120
C 6.323 -0.290 1.748
H 7.714 1.881 -0.417
O -5.225 -1.435 1.577
*
```

Properties
Lowest unoccupied orbital energy, eV: 0.476
SMILES: CCOc1ccc(Br)cc1S(=O)(=O)Nc1ccc(C(=O)Nc2ccc(C)cc2)cc1
Energy above the lowest of the compared OMol25 structures with the same formula, charge and spin, kcal/mol: 0.0
Frontier orbital gap, eV: 8.732

natural (NBO) population analysis, charges in e, atoms 1 to 8:
1 O -0.9260
2 C -0.6240
3 C -0.1830
4 H 0.2174
5 C -0.2614
6 C 0.1504
7 H 0.2350
8 O -0.6043


One molecule with the formula C11H13ClN2O4, computed with ωB97M-V/def2-TZVPD.

```
! RIJCOSX wB97M-V def2-TZVPD def2/J DEFGRID3
* xyz 0 1
H -3.296 0.210 -2.433
Cl 2.802 -1.894 -0.502
O -1.861 1.705 -0.117
C 4.216 1.783 0.029
N -1.315 -1.358 0.576
H -1.534 -2.300 0.885
H -4.303 -1.984 0.433
H -4.176 -1.257 -2.001
C 2.880 -0.200 -0.195
C 1.715 0.555 -0.058
N 0.441 -0.022 -0.100
C -4.094 -0.960 0.734
C 4.123 0.413 -0.134
O -3.979 1.797 0.548
H -3.576 -0.968 1.690
H 5.011 -0.192 -0.233
C 0.040 -1.056 0.689
C -2.922 1.164 0.051
H -3.761 2.721 0.751
O -2.025 -1.004 -0.588
H -4.866 0.330 -1.608
O 0.711 -1.660 1.492
H -5.029 -0.421 0.843
C -3.947 -0.242 -1.689
H 5.187 2.252 0.073
C 3.064 2.547 0.118
H 3.131 3.619 0.227
C 1.827 1.937 0.077
H -0.304 0.578 -0.445
H 0.921 2.519 0.152
C -3.232 -0.285 -0.333
*
```

Properties
Lowest unoccupied orbital energy, eV: 0.373
SMILES: CC(C)(ONC(=O)Nc1ccccc1Cl)C(=O)O
Energy above the lowest of the compared OMol25 structures with the same formula, charge and spin, kcal/mol: 0.0
Frontier orbital gap, eV: 8.880

natural (NBO) population analysis, charges in e, atoms 1 to 8:
1 H 0.2294
2 Cl 0.0289
3 O -0.6123
4 C -0.2201
5 N -0.3760
6 H 0.3864
7 H 0.2194
8 H 0.2279


A 4-piece molecular cluster, C4H13O5S2 overall, computed with ωB97M-V/def2-TZVPD.

```
! RIJCOSX wB97M-V def2-TZVPD def2/J DEFGRID3
* xyz -1 1
C -1.633 -2.696 0.429
H -0.054 -1.400 3.560
H -0.193 3.193 -0.858
C 0.368 0.722 0.326
H 2.904 0.376 1.605
O -0.030 -0.111 1.185
H 1.733 0.925 -1.237
H -0.942 3.198 -2.023
H -2.239 -2.835 1.282
O 3.401 1.153 1.188
H -0.587 -2.402 0.668
S -1.339 -1.342 -2.169
C -0.118 0.033 -2.066
O -0.829 -0.896 3.626
O 0.340 1.922 0.526
H -0.838 1.012 -2.123
H -1.462 -3.597 -0.161
H -1.161 -0.592 2.729
H 1.463 -0.822 -0.820
C 1.033 0.155 -1.003
O -0.219 3.768 -1.725
H 2.655 1.698 0.795
H 0.312 0.080 -3.067
S -2.564 -1.542 -0.667
*
```

Properties
Lowest unoccupied orbital energy, eV: 2.956
Energy above the lowest of the compared OMol25 structures with the same formula, charge and spin, kcal/mol: 33.7
Frontier orbital gap, eV: 8.332

natural (NBO) population analysis, charges in e, atoms 1 to 8:
1 C -0.7418
2 H 0.4626
3 H 0.5085
4 C 0.7815
5 H 0.4771
6 O -0.8250
7 H 0.2257
8 H 0.4448


A 11-piece molecular cluster, C36H92N2O11 overall, computed with ωB97M-V/def2-TZVPD.

```
! RIJCOSX wB97M-V def2-TZVPD def2/J DEFGRID3
* xyz 1 2
H 9.735 19.191 -16.428
H 10.708 17.759 -16.576
H 14.002 21.452 -18.740
H 9.886 21.538 -12.603
H 9.465 18.619 -14.022
H 7.110 21.434 -11.852
C 16.563 24.862 -16.962
H 17.537 24.722 -11.430
H 4.892 24.299 -15.048
O 17.948 23.913 -11.117
H 19.223 28.702 -16.833
C 18.313 28.172 -16.552
H 12.115 15.889 -10.243
H 16.997 21.438 -9.198
H 18.275 23.794 -16.397
H 14.071 25.558 -11.337
H 9.371 25.052 -11.542
H 16.426 17.610 -11.154
H 16.820 22.820 -16.439
N 7.468 22.724 -13.139
C 9.724 22.472 -12.065
H 13.282 21.497 -12.185
C 13.166 16.071 -10.468
O 14.511 17.544 -13.360
H 21.258 19.469 -12.687
H 5.041 21.753 -13.947
H 19.684 26.596 -18.742
H 19.207 20.307 -11.885
H 4.777 23.895 -13.357
H 10.078 23.084 -14.555
O 20.596 19.667 -13.353
H 16.408 23.767 -18.819
H 13.511 15.705 -11.435
C 16.783 24.733 -18.479
H 12.588 18.133 -9.606
H 17.657 18.338 -12.273
H 16.164 25.405 -19.073
H 13.617 23.900 -10.605
O 11.494 18.800 -14.445
O 6.738 22.305 -12.008
H 20.309 21.449 -12.439
H 19.081 21.469 -14.705
H 14.218 16.865 -13.972
H 12.746 22.306 -13.698
H 17.911 20.423 -14.002
H 18.234 25.150 -20.115
H 7.999 25.502 -12.432
H 18.219 22.038 -13.350
H 10.105 24.766 -13.719
H 11.921 18.407 -13.680
C 18.692 21.138 -13.742
H 16.193 19.212 -11.768
H 10.646 23.023 -11.881
H 17.995 28.672 -11.323
C 19.687 20.633 -12.808
H 10.363 17.061 -14.243
C 13.126 17.643 -10.417
C 18.011 28.624 -12.412
H 18.271 27.470 -19.121
C 8.410 24.660 -11.876
H 18.626 29.475 -12.704
H 11.768 26.281 -10.650
H 13.411 23.902 -12.558
H 13.425 18.146 -12.238
C 12.646 20.936 -17.313
H 13.141 20.684 -13.647
C 18.165 25.211 -19.029
C 5.808 22.027 -14.671
H 9.215 24.845 -15.977
C 6.644 23.242 -14.310
C 18.613 26.611 -18.544
O 13.159 21.709 -18.360
H 15.676 21.390 -13.091
H 12.736 21.516 -16.394
H 11.573 20.841 -17.484
C 16.599 18.235 -12.029
H 16.979 21.387 -10.949
H 15.637 27.322 -15.764
C 10.258 18.099 -14.559
H 7.938 22.786 -16.041
H 18.001 23.553 -9.077
H 15.937 23.650 -12.934
H 18.893 24.500 -18.639
C 9.547 23.889 -14.047
H 14.238 19.389 -17.687
H 14.539 25.329 -17.671
N 16.906 26.223 -16.623
H 13.405 19.163 -16.127
C 13.481 21.639 -13.248
H 16.420 16.751 -13.581
H 16.169 18.402 -14.236
C 17.414 23.358 -9.974
H 8.978 17.627 -16.168
H 5.333 22.146 -15.645
H 18.189 28.299 -15.476
C 14.874 22.046 -13.432
C 19.555 25.976 -16.220
C 17.511 21.796 -10.090
H 8.137 25.508 -14.800
H 19.849 25.056 -16.724
H 14.832 23.634 -17.180
C 8.694 23.469 -12.736
H 20.408 26.650 -16.137
O 16.353 26.743 -15.492
H 17.019 23.754 -15.077
H 19.407 26.913 -12.176
H 17.487 28.707 -17.020
O 12.686 18.229 -11.630
O 12.670 24.367 -12.163
O 17.382 26.284 -12.565
O 15.022 23.360 -12.949
C 17.213 23.794 -16.149
C 18.325 26.714 -16.958
H 14.528 24.792 -15.941
C 5.479 24.192 -14.136
C 13.291 19.498 -17.158
H 15.054 22.237 -14.489
H 18.564 21.574 -10.259
H 7.724 24.588 -11.033
C 15.971 17.728 -13.403
H 17.056 26.066 -13.441
H 17.007 28.711 -12.827
C 14.992 24.680 -16.921
H 11.483 24.652 -9.792
H 18.801 27.041 -13.786
H 5.887 25.118 -13.730
C 7.518 23.659 -15.542
C 13.300 24.839 -11.059
H 6.395 21.113 -14.767
H 6.856 24.288 -16.137
H 16.408 23.765 -9.874
H 19.270 25.641 -15.223
H 9.330 22.063 -11.135
C 18.521 27.198 -12.744
H 14.199 17.729 -10.245
H 12.493 18.878 -17.566
H 13.808 15.539 -9.767
C 8.606 24.575 -15.114
C 12.185 25.388 -10.184
H 12.651 25.860 -9.319
C 9.891 18.199 -16.004
*
```

Properties
Lowest unoccupied orbital energy (alpha / beta), eV: -2.819 / -7.105
Frontier orbital gap (alpha / beta), eV: 6.339 / 2.052

Mulliken population analysis, charges in e, atoms 1 to 8:
1 H 0.1516
2 H 0.2582
3 H 0.2799
4 H 0.4286
5 H 0.1798
6 H 0.3451
7 C 1.7858
8 H 0.2044


Across the entries above, max |F| takes the values 3.7 1.0 1.0 3.4 4.3 eV/Å, respectively.
Across the entries above, energy takes the values -5412.684951 -4233.623733 -1297.638121 -1332.843642 -2363.356519 Eh, respectively.